Molecular formula: C22H44Cl16O3
Method: DFT, ωB97M-V/def2-TZVPD

Results
LUMO level in eV: 0.37
Molecular weight in g/mol: 923.84
Largest force on an atom in eV/A: 5.61
SMILES: CCO[C@H](CC)OC=O.ClCCCl.ClCCCl.ClCCCl.ClCCCl.ClCCCl.ClCCCl.ClCCCl.ClCCCl

Each line ends with the Mulliken charge.
Atoms and positions in Å:
C1 3.729 0.074 4.030  -0.98
C2 2.241 0.509 4.089  -0.32
O1 1.451 -0.580 3.638  -0.36
C3 0.695 -1.168 4.645  0.14
C4 1.412 -2.273 5.426  -0.71
C5 2.032 -3.336 4.488  -1.14
O2 -0.459 -1.783 4.092  -0.37
C6 -1.228 -0.878 3.444  0.20
O3 -2.181 -0.446 3.901  -0.45
H1 4.096 0.280 3.030  0.28
H2 4.334 0.624 4.746  0.30
H3 3.740 -0.992 4.226  0.29
H4 2.149 1.362 3.417  0.20
H5 1.979 0.867 5.085  0.38
H6 0.367 -0.437 5.394  0.44
H7 2.155 -1.868 6.105  0.35
H8 0.619 -2.787 5.962  0.45
H9 1.339 -4.162 4.378  0.32
H10 2.285 -2.916 3.523  0.30
H11 2.954 -3.698 4.938  0.31
H12 -0.941 -0.588 2.426  0.37
Cl1 3.363 -2.318 -0.413  -0.21
C7 1.966 -2.515 -1.509  -0.39
C8 0.810 -3.216 -0.838  0.02
Cl2 1.172 -4.930 -0.504  -0.18
H13 2.305 -3.058 -2.388  0.31
H14 1.664 -1.515 -1.819  0.25
H15 -0.061 -3.198 -1.490  0.04
H16 0.540 -2.741 0.103  0.15
Cl3 -3.740 1.295 -2.166  -0.26
C9 -4.522 -0.100 -1.373  0.07
C10 -3.519 -0.956 -0.647  -0.46
Cl4 -2.431 -1.822 -1.767  -0.22
H17 -5.067 -0.662 -2.134  0.03
H18 -5.244 0.302 -0.667  0.07
H19 -4.036 -1.714 -0.060  0.34
H20 -2.908 -0.364 0.026  0.29
Cl5 -0.154 -8.727 -0.568  -0.17
C11 -1.443 -8.871 0.653  -0.43
C12 -1.814 -7.537 1.248  -0.47
Cl6 -0.514 -6.872 2.267  -0.14
H21 -1.107 -9.568 1.417  0.31
H22 -2.308 -9.302 0.151  0.29
H23 -2.690 -7.649 1.886  0.33
H24 -2.043 -6.805 0.477  0.29
Cl7 -1.936 5.694 -5.969  -0.20
C13 -2.722 4.298 -5.186  -0.41
C14 -1.731 3.414 -4.476  0.33
Cl8 -0.663 2.552 -5.612  -0.20
H25 -3.271 3.749 -5.948  0.33
H26 -3.437 4.698 -4.469  0.30
H27 -2.257 2.655 -3.902  -0.31
H28 -1.106 3.984 -3.793  0.25
Cl9 -7.172 -0.889 -3.047  -0.18
C15 -8.534 -1.063 -1.901  -0.47
C16 -8.983 0.257 -1.326  -0.40
Cl10 -7.785 0.969 -0.218  -0.17
H29 -8.227 -1.756 -1.122  0.31
H30 -9.354 -1.513 -2.458  0.34
H31 -9.895 0.110 -0.749  0.31
H32 -9.186 0.983 -2.110  0.31
Cl11 4.133 3.977 1.920  -0.18
C17 3.120 5.106 2.852  -0.51
C18 3.603 5.322 4.267  -0.47
Cl12 3.398 3.900 5.326  -0.16
H33 2.100 4.732 2.829  0.33
H34 3.149 6.055 2.319  0.35
H35 3.025 6.126 4.720  0.32
H36 4.653 5.600 4.292  0.33
Cl13 4.421 -1.415 -4.309  -0.18
C19 5.047 0.230 -4.045  -0.45
C20 4.201 0.999 -3.063  -0.41
Cl14 2.594 1.383 -3.726  -0.13
H37 5.099 0.729 -5.010  0.34
H38 6.059 0.129 -3.657  0.31
H39 4.681 1.948 -2.824  0.28
H40 4.059 0.445 -2.137  0.25
Cl15 3.992 7.147 -3.455  -0.20
C21 3.202 5.686 -4.105  -0.42
C22 2.143 5.151 -3.177  -0.22
Cl16 2.836 4.469 -1.683  -0.11
H41 3.974 4.945 -4.298  0.26
H42 2.749 5.966 -5.055  0.34
H43 1.599 4.345 -3.670  -0.03
H44 1.432 5.923 -2.895  0.37